Entry 1:
Density functional theory data (ωB97M-V/def2-TZVPD) for a cluster of 2 separate species, C3H7BrCl2Si in total at a distorted geometry.

Results
total charge: 0
relative energy (zero: lowest compared OMol25 entry of this formula, charge and spin): 82.4 kcal/mol
DFT total energy: -106188.9171 eV
orbital gap (spin up / spin down): 7.11 / 7.76 eV
2S+1: 1
LUMO (spin up / spin down): -0.6 / -0.8 eV

Positions of all 14 atoms, in Å:
Br1 0.28 -3.89 0.89
Cl1 0.59 -0.92 -2.85
Cl2 2.58 -0.72 -0.18
Si1 0.67 -0.38 -0.92
C1 -0.01 2.04 0.66
C2 -1.05 -2.61 0.60
C3 0.10 1.51 -0.73
H1 1.06 1.89 -1.19
H2 -1.17 -2.20 1.65
H3 -0.39 3.05 0.66
H4 -0.69 1.41 1.26
H5 0.88 2.03 1.21
H6 -1.94 -2.92 0.10
H7 -0.92 1.70 -1.15

***

Entry 2:
Density functional theory data (ωB97M-V/def2-TZVPD) for a cluster of 11 separate species, C48H90FNO14 in total at a distorted geometry.

Results
total charge: 0
DFT total energy: -84100.4968 eV
orbital gap: 8.23 eV
2S+1: 1
SMILES: CCC[C@H](CC(=O)F)OC(=O)N=C=O.C1CCOC1.C1CCOC1.C1CCOC1.C1CCOC1.C1CCOC1.C1CCOC1.C1CCOC1.C1CCOC1.C1CCOC1.C1CCOC1
LUMO: -0.8 eV

Positions of all 154 atoms, in Å:
F1 -0.33 0.87 4.50
O1 4.31 1.07 -0.07
O2 6.97 1.19 -4.49
O3 0.01 5.42 2.72
O4 -4.42 -1.56 1.53
O5 0.63 -4.46 -4.87
O6 -5.55 -7.58 2.12
O7 5.38 4.17 0.68
O8 -2.86 8.33 0.10
O9 -1.08 -8.91 -2.51
O10 1.97 0.80 0.37
O11 1.80 0.17 5.07
O12 2.53 4.64 -4.00
O13 -1.26 -4.96 -0.85
O14 0.71 6.15 8.46
N1 3.08 3.07 0.31
C1 -4.23 -0.97 2.82
C2 -0.06 6.87 0.85
C3 0.07 6.41 7.20
C4 2.03 0.14 1.70
C5 -0.71 5.67 1.51
C6 -2.16 -3.84 -0.94
C7 -1.80 -8.65 -3.73
C8 -4.32 0.53 2.64
C9 0.81 -3.88 -3.58
C10 -2.73 7.80 -1.22
C11 -4.27 9.57 -1.34
C12 3.39 4.20 -2.94
C13 0.16 -3.45 -5.77
C14 -4.88 -0.55 0.63
C15 4.21 3.05 -3.49
C16 -5.27 0.65 1.48
C17 -3.44 -4.26 -0.26
C18 -1.14 -7.46 -4.39
C19 3.12 -2.91 1.37
C20 1.67 -2.41 0.85
C21 8.38 0.81 -2.62
C22 0.13 -8.14 -2.52
C23 -1.81 -5.92 0.07
C24 3.18 1.57 0.20
C25 -2.95 -5.23 0.79
C26 -6.77 -7.56 2.89
C27 0.72 -2.38 -3.76
C28 1.46 4.54 6.89
C29 7.99 -0.53 -3.21
C30 -5.42 -9.28 3.76
C31 -0.23 -2.26 -4.92
C32 1.38 6.74 1.31
C33 -3.92 9.29 0.11
C34 1.07 -1.15 1.65
C35 -4.78 -8.72 2.50
C36 4.30 3.40 -4.95
C37 4.31 3.61 0.29
C38 1.59 1.28 2.77
C39 0.30 -7.60 -3.93
C40 0.90 5.72 6.14
C41 1.21 6.21 2.72
C42 -6.87 -8.91 3.57
C43 2.95 4.02 -5.22
C44 1.09 0.72 4.19
C45 6.78 -0.16 -4.05
C46 1.69 5.13 8.27
C47 -3.95 8.25 -2.00
C48 8.07 1.76 -3.75
H1 0.81 -8.35 -4.55
H2 0.81 2.01 2.30
H3 0.02 -4.25 -2.92
H4 6.66 -0.81 -4.91
H5 7.74 1.03 -1.76
H6 0.01 -7.32 -1.80
H7 2.98 4.77 -6.02
H8 -3.72 -5.93 1.14
H9 -4.83 -9.45 1.68
H10 0.71 -1.53 2.67
H11 3.65 2.11 -3.37
H12 -2.30 -3.57 -1.99
H13 -5.72 -0.93 0.04
H14 2.36 4.12 6.44
H15 -1.77 5.84 1.74
H16 -5.30 9.89 -1.48
H17 -3.27 -1.29 3.23
H18 -3.60 10.19 0.65
H19 3.05 -3.88 2.01
H20 1.90 6.01 0.68
H21 -1.27 -2.37 -4.57
H22 1.61 4.38 9.06
H23 1.09 7.02 3.44
H24 -0.62 4.78 0.88
H25 0.31 5.45 5.26
H26 -2.16 -6.77 -0.51
H27 -1.26 -7.45 -5.47
H28 9.42 0.86 -2.29
H29 0.11 -0.82 1.07
H30 -3.34 0.93 2.36
H31 -1.73 -9.54 -4.36
H32 -5.19 1.59 0.94
H33 4.03 5.05 -2.66
H34 -0.16 -1.31 -5.46
H35 2.06 5.59 3.03
H36 2.79 3.92 -2.07
H37 1.70 -1.97 -4.03
H38 0.87 -6.67 -3.97
H39 1.94 7.68 1.27
H40 4.52 2.54 -5.59
H41 8.79 -0.89 -3.86
H42 -4.77 7.55 -1.85
H43 -6.69 -6.75 3.62
H44 -0.95 6.00 7.25
H45 0.00 7.49 7.05
H46 -2.85 -8.47 -3.50
H47 -2.65 6.71 -1.18
H48 3.78 -3.09 0.43
H49 -5.03 -1.35 3.48
H50 -5.02 -8.76 4.64
H51 1.71 6.38 5.82
H52 -1.56 -6.53 -3.99
H53 5.17 2.94 -3.00
H54 7.79 2.76 -3.40
H55 -0.18 6.88 -0.23
H56 -1.69 -3.00 -0.42
H57 -0.49 7.80 1.25
H58 -2.57 -4.68 1.65
H59 5.09 4.15 -5.10
H60 0.98 -3.20 -6.45
H61 3.14 -0.08 1.89
H62 0.70 3.75 6.95
H63 0.94 -3.31 1.00
H64 -7.61 -7.36 2.23
H65 -0.68 -3.84 -6.36
H66 -4.09 -4.79 -0.98
H67 -1.81 8.20 -1.66
H68 -5.25 -10.35 3.89
H69 1.77 -4.19 -3.16
H70 -3.76 8.33 -3.07
H71 1.67 -2.23 -0.30
H72 2.21 3.26 -5.48
H73 7.77 -1.30 -2.47
H74 -4.77 8.85 0.64
H75 -4.66 1.04 3.54
H76 -1.03 -6.26 0.76
H77 2.55 1.91 2.98
H78 0.97 -8.76 -2.21
H79 -7.44 -8.87 4.50
H80 -6.31 0.53 1.83
H81 2.68 5.60 8.33
H82 -7.35 -9.63 2.90
H83 -3.74 -8.43 2.65
H84 -4.00 -3.42 0.15
H85 3.69 -2.15 2.02
H86 8.92 1.85 -4.44
H87 5.86 -0.19 -3.45
H88 -3.61 10.35 -1.73
H89 0.38 -1.86 -2.86
H90 -4.06 -0.30 -0.05

***

Entry 3:
Density functional theory data (ωB97M-V/def2-TZVPD) for a cluster of 2 separate species, C2H9N2O in total at a distorted geometry.

Results
total charge: +1
relative energy (zero: lowest compared OMol25 entry of this formula, charge and spin): 38.4 kcal/mol
DFT total energy: -7240.6923 eV
orbital gap: 9.77 eV
2S+1: 1
LUMO: -3.3 eV

Positions of all 14 atoms, in Å:
O1 2.06 -2.14 1.10
N1 -1.11 2.51 -0.22
N2 -0.17 -1.08 -0.39
C1 -0.76 1.22 0.08
C2 -0.72 0.23 -0.81
H1 -0.35 -1.77 -1.11
H2 -1.04 2.84 -1.17
H3 -0.53 -1.49 0.48
H4 2.88 -1.66 1.29
H5 -1.72 3.05 0.37
H6 2.33 -2.86 0.52
H7 0.85 -1.07 -0.21
H8 -1.12 0.19 -1.80
H9 -0.47 1.06 1.12

***

Entry 4:
Density functional theory data (ωB97M-V/def2-TZVPD) for a structure of composition C27H28F3N2O2PS2SbSr.

Results
total charge: 0
relative energy (zero: lowest compared OMol25 entry of this formula, charge and spin): 0.0 kcal/mol
DFT total energy: -82014.9116 eV
orbital gap (spin up / spin down): 5.06 / 6.38 eV
2S+1: 2
LUMO (spin up / spin down): -0.4 / -0.5 eV

Positions of all 67 atoms, in Å:
Sb1 1.68 0.06 -0.83
Sr1 -0.20 -1.97 1.11
S1 -1.39 0.58 1.98
S2 -2.39 -2.93 0.04
P1 -2.77 -0.33 0.73
F1 0.28 6.12 -0.93
F2 -2.36 -2.36 -4.79
F3 5.52 0.14 -5.75
O1 -3.28 0.79 -0.35
O2 -4.16 -0.46 1.55
N1 1.10 -2.27 3.35
N2 3.34 -2.24 2.77
C1 1.73 -1.89 6.02
C2 -1.64 -0.46 -3.63
C3 -0.12 -2.10 -2.00
C4 0.39 -1.97 5.62
C5 2.37 -2.18 3.74
C6 -3.65 -2.13 3.29
C7 -1.62 -1.82 -3.81
C8 2.60 -0.54 -3.74
C9 3.46 -0.52 -4.83
C10 0.89 2.79 0.31
C11 -0.82 0.09 -2.66
C12 5.07 0.73 -3.52
C13 4.68 0.12 -4.70
C14 1.23 2.13 -0.86
C15 -3.00 2.19 -0.27
C16 2.72 -2.00 5.08
C17 0.60 4.81 -0.91
C18 0.14 -2.15 4.28
C19 -0.02 -0.72 -1.86
C20 0.57 4.14 0.30
C21 -3.92 2.90 0.71
C22 0.94 4.19 -2.10
C23 1.26 2.84 -2.06
C24 4.20 0.69 -2.44
C25 2.96 0.06 -2.54
C26 -0.87 -2.67 -3.02
C27 -4.60 -1.66 2.20
H1 0.29 4.67 1.20
H2 -3.53 3.89 0.95
H3 -0.96 -3.73 -3.14
H4 0.84 2.25 1.25
H5 1.54 2.34 -2.99
H6 1.98 -1.74 7.06
H7 -1.96 2.34 0.01
H8 3.09 -2.53 1.85
H9 4.50 1.17 -1.52
H10 -0.80 1.17 -2.53
H11 -4.93 3.01 0.31
H12 -2.28 0.16 -4.25
H13 0.95 4.76 -3.02
H14 -3.35 -1.30 3.93
H15 -5.57 -1.40 2.62
H16 -4.72 -2.44 1.45
H17 0.44 -2.79 -1.37
H18 -3.98 2.33 1.64
H19 -2.78 -2.59 2.82
H20 -0.89 -2.20 3.95
H21 4.29 -2.39 3.05
H22 6.03 1.22 -3.46
H23 -3.15 2.56 -1.28
H24 1.64 -1.03 -3.84
H25 3.20 -0.98 -5.78
H26 3.77 -1.93 5.36
H27 -4.15 -2.89 3.90
H28 -0.42 -1.88 6.32

***

Entry 5:
Density functional theory data (ωB97M-V/def2-TZVPD) for a cluster of 2 separate species, C10H19NO5P in total.

Results
total charge: -1
DFT total energy: -31696.2985 eV
orbital gap: 5.96 eV
2S+1: 1
LUMO: 2.0 eV

Positions of all 36 atoms, in Å:
P1 0.09 -1.90 1.06
O1 -0.37 4.01 1.58
O2 -0.34 2.67 -0.19
O3 -0.16 -6.08 -0.51
O4 -2.32 -5.85 -1.14
O5 -1.39 1.99 1.68
N1 -0.36 -3.52 0.68
C1 -0.45 -0.89 -0.38
C2 -1.20 -5.44 -0.74
C3 2.33 -2.48 -0.69
C4 0.17 3.93 -0.63
C5 1.91 -2.02 0.71
C6 -0.77 2.80 1.09
C7 -1.95 -0.55 -0.37
C8 -1.14 -3.90 -0.50
C9 0.59 4.58 0.67
C10 0.55 6.08 0.72
H1 2.25 -2.77 1.43
H2 1.42 6.50 0.23
H3 1.58 4.21 0.97
H4 -2.18 -3.55 -0.44
H5 0.97 3.77 -1.34
H6 -0.17 -1.35 -1.32
H7 -0.65 4.49 -1.11
H8 2.05 -3.53 -0.84
H9 2.39 -1.07 0.97
H10 -2.12 0.50 -0.63
H11 -0.35 6.47 0.23
H12 -2.41 -0.73 0.60
H13 0.54 6.42 1.76
H14 -0.67 -3.45 -1.38
H15 1.89 -1.88 -1.48
H16 -2.49 -1.16 -1.09
H17 0.14 0.03 -0.30
H18 -0.82 -3.89 1.50
H19 3.42 -2.42 -0.81

***

Entry 6:
Density functional theory data (ωB97M-V/def2-TZVPD) for a cluster of 2 separate species, CHF4PS2 in total at a distorted geometry.

Results
total charge: 0
relative energy (zero: lowest compared OMol25 entry of this formula, charge and spin): 48.1 kcal/mol
DFT total energy: -42881.0723 eV
orbital gap (spin up / spin down): 7.15 / 7.54 eV
2S+1: 1
LUMO (spin up / spin down): -1.9 / -1.5 eV

Positions of all 9 atoms, in Å:
S1 -0.20 2.29 0.50
S2 -1.35 0.76 0.13
P1 2.93 1.00 -1.20
F1 3.69 2.09 -0.33
F2 1.51 -0.83 0.21
F3 3.69 -1.10 0.41
F4 2.84 0.46 1.55
C1 2.72 -0.16 0.37
H1 -1.47 0.36 1.44

***

Entry 7:
Density functional theory data (ωB97M-V/def2-TZVPD) for a structure of composition C29H28FN3O9PRuSe2 at a distorted geometry.

Results
total charge: 0
relative energy (zero: lowest compared OMol25 entry of this formula, charge and spin): 2.3 kcal/mol
DFT total energy: -198704.5877 eV
orbital gap (spin up / spin down): 7.89 / 6.92 eV
2S+1: 6
LUMO (spin up / spin down): -0.4 / -1.8 eV

Positions of all 74 atoms, in Å:
Ru1 -0.08 -0.09 -0.07
Se1 0.40 -1.07 -2.46
Se2 0.39 2.34 -1.19
P1 0.80 1.03 -2.89
F1 -5.18 -0.71 4.37
O1 -1.48 -1.96 -0.26
O2 -2.81 -4.40 6.22
O3 -4.80 1.63 5.85
O4 0.10 -1.10 1.85
O5 2.35 0.03 0.41
O6 -1.79 0.82 1.23
O7 -2.20 0.74 -0.93
O8 -3.96 -5.01 4.51
O9 -3.77 3.92 2.05
N1 -3.12 -4.31 5.05
N2 -4.32 1.70 1.84
N3 -4.35 2.74 3.91
C1 4.72 0.33 -3.84
C2 3.38 0.15 -3.53
C3 2.56 1.25 -3.31
C4 -1.76 -2.59 2.02
C5 -4.12 2.87 2.56
C6 -0.82 0.65 -5.14
C7 -4.64 0.52 2.48
C8 -1.30 -2.64 4.77
C9 -4.84 0.44 3.79
C10 5.24 1.61 -3.92
C11 -2.54 -3.40 2.85
C12 -1.57 2.44 -6.55
C13 -2.31 -3.44 4.19
C14 -2.06 -2.59 0.63
C15 -1.53 1.09 -6.25
C16 -3.90 1.68 0.45
C17 2.57 -2.38 0.26
C18 -4.68 1.60 4.65
C19 2.92 -1.14 1.03
C20 -0.69 -1.81 2.56
C21 -0.21 2.93 -4.64
C22 2.74 1.23 1.12
C23 4.42 2.72 -3.70
C24 1.85 1.55 2.31
C25 3.09 2.53 -3.39
C26 -0.15 1.57 -4.33
C27 -2.54 1.03 0.23
C28 -0.52 -1.85 3.97
C29 -0.92 3.36 -5.75
H1 3.03 -3.25 0.75
H2 2.94 -2.32 -0.76
H3 1.50 -2.55 0.24
H4 2.46 3.39 -3.18
H5 -2.05 0.37 -6.87
H6 -4.20 3.58 4.45
H7 2.15 2.52 2.73
H8 -4.74 -0.36 1.85
H9 6.29 1.76 -4.16
H10 0.27 3.65 -3.99
H11 0.25 -1.22 4.40
H12 5.36 -0.53 -4.00
H13 -4.64 1.19 -0.18
H14 4.83 3.72 -3.77
H15 -2.13 2.78 -7.42
H16 -1.16 -2.67 5.84
H17 1.92 0.80 3.10
H18 -0.79 -0.40 -4.89
H19 2.97 -0.85 -3.46
H20 -3.34 -4.00 2.44
H21 2.56 -1.21 2.06
H22 -3.80 2.71 0.13
H23 2.71 2.03 0.40
H24 0.80 1.63 2.03
H25 -0.96 4.42 -5.98
H26 3.77 1.10 1.44
H27 4.00 -1.00 1.05
H28 -2.90 -3.24 0.33

***

Entry 8:
Density functional theory data (ωB97M-V/def2-TZVPD) for an isolated molecule of C7H12.

Results
total charge: 0
relative energy (zero: lowest compared OMol25 entry of this formula, charge and spin): 33.1 kcal/mol
DFT total energy: -7451.9943 eV
orbital gap: 10.90 eV
2S+1: 1
SMILES: CC1CC2(CC2)C1
LUMO: 1.2 eV

Positions of all 19 atoms, in Å:
C1 2.04 -0.79 -0.12
C2 2.27 0.71 -0.03
C3 -0.15 0.00 1.13
C4 -1.15 -0.47 0.01
C5 0.88 0.16 0.02
C6 -0.20 0.21 -1.03
C7 -2.59 0.06 0.06
H1 2.33 -1.39 0.74
H2 -3.18 -0.47 0.81
H3 -1.17 -1.55 -0.19
H4 2.20 -1.28 -1.08
H5 -2.58 1.13 0.31
H6 -3.14 -0.03 -0.89
H7 0.00 -0.28 -1.99
H8 -0.53 1.25 -1.22
H9 -0.53 0.96 1.52
H10 0.25 -0.54 2.00
H11 2.56 1.23 -0.94
H12 2.71 1.09 0.89

***

Entry 9:
Density functional theory data (ωB97M-V/def2-TZVPD) for a structure of composition C30H36N6O3PdS.

Results
total charge: +2
relative energy (zero: lowest compared OMol25 entry of this formula, charge and spin): 7.1 kcal/mol
DFT total energy: -61075.6160 eV
orbital gap (spin up / spin down): 7.62 / 5.88 eV
2S+1: 5
LUMO (spin up / spin down): -6.3 / -8.4 eV

Positions of all 77 atoms, in Å:
Pd1 -0.68 -0.22 0.83
S1 0.26 1.79 -0.07
O1 -1.05 -1.10 -1.19
O2 -1.86 0.58 2.58
O3 -2.64 1.79 4.98
N1 0.77 -1.14 2.19
N2 1.65 0.46 -1.94
N3 5.32 -3.29 4.02
N4 -2.57 -2.46 -0.06
N5 -2.31 -1.74 0.99
N6 0.00 1.80 -2.73
C1 -3.21 -1.63 5.77
C2 0.25 4.83 -3.54
C3 2.45 -0.30 -0.98
C4 4.34 -2.83 3.66
C5 -2.73 -2.24 2.14
C6 -1.08 2.80 -2.68
C7 3.90 -0.40 -1.43
C8 -2.37 -2.57 -2.46
C9 -2.98 -3.83 -2.48
C10 -3.14 -3.69 -4.87
C11 -0.61 4.23 -2.43
C12 -2.73 -1.52 3.36
C13 0.89 -2.46 2.34
C14 4.79 1.54 -0.04
C15 -2.17 -1.86 -3.66
C16 -3.02 -0.28 5.90
C17 -3.12 -2.23 4.50
C18 3.11 -2.24 3.18
C19 1.80 -0.35 2.56
C20 2.98 -0.87 3.06
C21 -1.93 -1.97 -1.21
C22 1.71 4.36 -3.55
C23 -2.56 -2.42 -4.85
C24 -2.71 0.52 4.76
C25 0.65 1.29 -1.70
C26 2.03 -3.06 2.83
C27 -3.34 -4.39 -3.69
C28 -2.39 -0.11 3.48
C29 -2.67 2.82 3.96
C30 4.61 0.95 -1.44
H1 -2.96 2.43 2.99
H2 2.30 4.97 -4.24
H3 -3.80 -5.37 -3.71
H4 4.41 -1.08 -0.76
H5 -1.72 -0.88 -3.62
H6 5.28 0.83 0.62
H7 -0.07 4.27 -1.48
H8 4.07 1.66 -2.07
H9 -3.14 0.22 6.85
H10 5.59 0.82 -1.90
H11 -3.38 3.56 4.31
H12 3.94 -0.85 -2.43
H13 -0.21 4.64 -4.51
H14 2.16 4.46 -2.56
H15 -3.43 -4.13 -5.81
H16 2.38 0.22 -0.02
H17 1.66 0.71 2.45
H18 1.82 3.32 -3.87
H19 0.24 5.92 -3.42
H20 0.04 -3.06 2.04
H21 -3.15 -4.36 -1.55
H22 2.09 -4.13 2.94
H23 -3.13 -3.25 2.15
H24 3.79 -0.20 3.34
H25 -1.58 2.75 -3.65
H26 1.85 0.25 -2.91
H27 -1.79 2.49 -1.92
H28 -1.52 4.83 -2.31
H29 3.83 1.83 0.41
H30 5.40 2.44 -0.07
H31 -1.68 3.26 3.90
H32 -2.43 -1.87 -5.78
H33 0.29 1.51 -3.64
H34 -3.37 -3.28 4.39
H35 -3.46 -2.22 6.64
H36 2.01 -1.30 -0.86

***

Entry 10:
Density functional theory data (ωB97M-V/def2-TZVPD) for the ion C4H14NOSi with charge +1 at a distorted geometry.

Results
total charge: +1
relative energy (zero: lowest compared OMol25 entry of this formula, charge and spin): 74.2 kcal/mol
DFT total energy: -15781.2301 eV
orbital gap: 11.62 eV
2S+1: 1
SMILES: CCC[C@]([NH3+])(O)[SiH3]
LUMO: -3.3 eV

Positions of all 21 atoms, in Å:
Si1 2.62 0.86 -0.18
O1 0.88 -0.90 1.49
N1 0.85 -1.47 -0.65
C1 -2.74 0.42 0.39
C2 -1.59 -0.14 -0.34
C3 -0.30 0.65 -0.18
C4 0.96 -0.16 0.12
H1 1.18 -0.35 2.18
H2 1.42 -2.20 -0.05
H3 -3.64 -0.28 0.17
H4 -0.49 1.31 0.67
H5 3.55 -0.25 -0.27
H6 -2.62 0.63 1.52
H7 -1.39 -1.25 0.10
H8 -3.11 1.36 -0.05
H9 3.10 1.74 0.85
H10 -0.25 -1.62 -0.55
H11 1.01 -1.29 -1.62
H12 2.57 1.95 -1.19
H13 -1.94 -0.21 -1.34
H14 -0.07 1.21 -1.05